Entry 1:
{"formula": "C4H5N", "method": "ωB97M-V with the def2-TZVPD basis set", "charge": 0, "homo_lumo_gap_ev": [7.97, 9.08], "homo_ev": [-7.959, -8.882], "lumo_ha": [0.0003, 0.0073], "species": ["C", "C", "C", "C", "N", "H", "H", "H", "H", "H"], "coordinates": [[1.9266, 0.3356, -0.0191], [0.0612, 0.6285, 0.2014], [-1.7504, 0.9514, 0.1028], [0.8343, -0.6596, 0.2815], [1.1621, 1.4008, -0.0753], [2.9905, 0.2632, -0.1482], [-2.0325, 1.9699, -0.0127], [-2.3481, 0.0974, 0.2927], [0.6180, -1.4020, -0.4848], [0.8742, -1.1421, 1.2567]], "nbo_charge": [0.097, 0.216, -0.347, -0.556, -0.434, 0.193, 0.189, 0.181, 0.231, 0.230]}

***

Entry 2:
{"formula": "C2H4ClI", "method": "ωB97M-V with the def2-TZVPD basis set", "charge": 0, "homo_lumo_gap_ev": [7.34, 9.53], "homo_ev": [-7.952, -9.768], "lumo_ha": [-0.0223, -0.0086], "species": ["C", "C", "Cl", "I", "H", "H", "H", "H"], "coordinates": [[0.6736, -0.3625, -0.5478], [-0.5143, 0.4269, -0.0008], [-0.6602, 2.0838, -0.0001], [-2.3835, -0.4419, -0.0365], [0.5718, -1.3750, -0.0203], [1.6249, 0.1380, -0.2658], [0.4421, -0.5541, -1.5126], [0.2457, 0.0848, 2.3841]], "nbo_charge": [-0.685, -0.270, 0.071, 0.185, 0.237, 0.242, 0.218, 0.002]}

***

Entry 3:
{"formula": "C2H4O2S", "method": "ωB97M-V with the def2-TZVPD basis set", "charge": 0, "homo_lumo_gap_ev": [7.10, 8.54], "homo_ev": [-6.827, -8.085], "lumo_ha": [0.0102, 0.0166], "species": ["C", "C", "O", "O", "S", "H", "H", "H", "H"], "coordinates": [[1.5558, -0.6426, -0.0359], [-0.7854, 0.5393, 0.2316], [0.5406, 0.3462, 0.1628], [-1.1399, 1.7843, -0.2016], [-2.1012, -0.6121, 0.2289], [2.4154, -0.1300, 0.0929], [1.4654, -1.7156, 0.3047], [-0.4643, 2.1894, -0.7073], [-1.4863, -1.7590, -0.0761]], "nbo_charge": [-0.190, 0.398, -0.477, -0.690, 0.010, 0.154, 0.165, 0.493, 0.137]}

***

Entry 4:
{"formula": "C18H16N8O3Pd", "method": "ωB97M-V with the def2-TZVPD basis set", "charge": 0, "homo_lumo_gap_ev": [7.97, 7.97], "homo_ev": [-8.430, -8.431], "lumo_ha": [-0.0168, -0.0168], "species": ["Pd", "C", "C", "N", "O", "C", "C", "N", "O", "H", "H", "H", "H", "H", "H", "H", "O", "N", "C", "C", "N", "C", "N", "C", "C", "N", "C", "C", "C", "C", "C", "C", "C", "C", "N", "C", "N", "H", "H", "H", "H", "H", "H", "H", "H", "H"], "coordinates": [[-0.2412, 0.6863, 0.8147], [3.7870, 0.3107, 2.0093], [2.3476, 0.1121, 1.6775], [1.7218, 0.9023, 0.8796], [2.4078, 1.9619, 0.3447], [1.5342, -0.9571, 2.2393], [2.0740, -2.0606, 3.0845], [0.2465, -0.9040, 1.9525], [-0.5535, -1.7383, 2.4416], [3.9830, 1.3728, 2.1483], [4.4171, -0.0272, 1.1844], [4.0590, -0.2384, 2.9056], [1.7012, 2.5422, -0.0035], [3.1046, -2.2899, 2.8175], [1.4599, -2.9475, 2.9411], [2.0400, -1.8145, 4.1494], [-0.3147, 2.5738, 0.0071], [-1.0178, 3.5086, 0.5825], [-0.5908, 4.7145, 0.3751], [0.6096, 4.9676, -0.3736], [1.5943, 5.1279, -0.9433], [-1.3470, 5.8009, 0.9230], [-1.9529, 6.6784, 1.3489], [-4.3208, -0.7582, 1.3175], [-2.9423, -0.6576, 1.2632], [-2.3296, 0.3981, 0.7174], [-3.0891, 1.3626, 0.1786], [-4.4719, 1.3354, 0.1864], [-5.0978, 0.2538, 0.7914], [-5.2172, 2.4801, -0.3830], [-6.1431, 2.4607, -1.3392], [-6.6140, 1.3075, -2.1275], [-7.7840, 1.4147, -2.8723], [-8.1760, 0.3074, -3.6009], [-7.4751, -0.8232, -3.6134], [-6.3673, -0.8177, -2.8788], [-5.8990, 0.1785, -2.1396], [-4.7658, -1.6265, 1.7819], [-2.2915, -1.4071, 1.6938], [-2.5721, 2.1818, -0.2929], [-6.1783, 0.2082, 0.8349], [-4.9762, 3.4457, 0.0511], [-6.6174, 3.4022, -1.5926], [-8.3638, 2.3273, -2.8792], [-9.0812, 0.3241, -4.1976], [-5.7792, -1.7288, -2.8854]], "nbo_charge": [0.858, -0.679, 0.271, -0.158, -0.536, 0.037, -0.661, 0.021, -0.512, 0.255, 0.249, 0.233, 0.508, 0.217, 0.253, 0.229, -0.622, 0.026, -0.120, 0.246, -0.283, 0.261, -0.282, -0.242, 0.046, -0.469, 0.080, -0.100, -0.108, -0.146, -0.207, 0.190, -0.288, 0.078, -0.442, 0.261, -0.456, 0.229, 0.262, 0.225, 0.225, 0.227, 0.216, 0.226, 0.200, 0.182]}

***

Entry 5:
{"formula": "C40H44FeN7O5", "method": "ωB97M-V with the def2-TZVPD basis set", "charge": 0, "homo_lumo_gap_ev": [5.93, 5.53], "homo_ev": [-5.524, -5.373], "lumo_ha": [0.0148, 0.0056], "multiplicity": 2, "species": ["Fe", "N", "C", "C", "C", "C", "C", "C", "C", "C", "C", "C", "C", "C", "H", "H", "H", "H", "H", "H", "H", "H", "H", "H", "N", "C", "C", "N", "H", "H", "H", "H", "H", "H", "H", "H", "C", "O", "C", "C", "C", "C", "C", "C", "N", "C", "N", "C", "C", "C", "C", "C", "C", "O", "C", "N", "C", "C", "C", "C", "C", "C", "O", "C", "H", "H", "H", "H", "H", "H", "H", "H", "H", "H", "H", "H", "H", "H", "H", "H", "H", "H", "H", "H", "H", "H", "O", "C", "C", "C", "C", "O", "N", "H", "H", "H", "H"], "coordinates": [[-0.0759, 0.9029, 0.7228], [-1.4362, -0.3130, -0.2912], [-1.5289, -0.5880, -1.7171], [-2.3995, 0.2142, -2.4481], [-2.4995, 0.0868, -3.8231], [-1.7221, -0.8620, -4.4690], [-0.9136, -1.7046, -3.7252], [-0.8161, -1.6208, -2.3327], [-0.0387, -2.6347, -1.5710], [-0.1962, -3.9808, -1.9436], [0.5632, -4.9588, -1.3229], [1.4713, -4.5753, -0.3369], [1.5710, -3.2364, 0.0287], [0.8214, -2.1940, -0.5509], [-2.3096, 0.1589, -0.0515], [-1.3712, -1.1967, 0.2128], [-3.0123, 0.9393, -1.9260], [-3.1734, 0.7254, -4.3803], [-1.7654, -0.9647, -5.5461], [-0.3374, -2.4754, -4.2233], [-0.9125, -4.2620, -2.7119], [0.4484, -6.0008, -1.5970], [2.0810, -5.3295, 0.1552], [2.2761, -3.0006, 0.8337], [-1.5341, 1.1210, 2.1467], [-0.9257, 1.7617, 3.3302], [-0.0065, 2.8537, 2.8305], [0.9440, 2.2326, 1.8904], [-2.2599, 1.7015, 1.7165], [-1.9739, 0.2513, 2.4229], [-0.3357, 0.9964, 3.8372], [-1.6731, 2.1432, 4.0284], [0.4986, 3.3539, 3.6586], [-0.5754, 3.6011, 2.2776], [1.7174, 1.7997, 2.3804], [1.3079, 2.9325, 1.2373], [7.1267, 0.2302, -1.1663], [6.0557, 0.1869, -2.1112], [5.4074, 1.3918, -2.3092], [5.7942, 2.2282, -3.3395], [5.1248, 3.4249, -3.5521], [4.0774, 3.7767, -2.7133], [3.6883, 2.9407, -1.6780], [4.3342, 1.7292, -1.4811], [4.0068, 0.8211, -0.4578], [2.7242, 0.6176, 0.0790], [2.8578, 0.2136, 1.3748], [1.9623, -0.5989, 2.0968], [0.5981, -0.5542, 1.8525], [-0.1870, -1.4661, 2.5568], [0.3516, -2.3360, 3.4927], [1.7109, -2.3176, 3.7673], [2.5183, -1.4534, 3.0480], [3.8810, -1.3618, 3.2375], [4.5836, -2.6005, 3.1934], [1.5682, 0.7473, -0.5009], [1.5403, 0.7453, -1.9280], [0.5819, 1.5083, -2.5895], [0.5896, 1.6534, -3.9657], [1.5418, 0.9839, -4.7172], [2.3875, 0.0817, -4.0955], [2.3647, -0.0794, -2.7118], [3.1106, -1.0254, -2.0892], [3.4849, -2.1735, -2.8325], [8.0192, -0.1864, -1.6329], [6.8724, -0.3680, -0.2883], [7.3299, 1.2548, -0.8529], [6.6180, 1.9217, -3.9717], [5.4217, 4.0747, -4.3643], [3.5452, 4.7072, -2.8627], [2.8544, 3.2159, -1.0496], [4.4393, -0.0773, -0.6533], [3.8126, 0.1943, 1.6998], [-1.2555, -1.5463, 2.3746], [-0.2916, -3.0319, 4.0158], [2.1357, -2.9763, 4.5117], [4.2719, -3.2695, 3.9963], [5.6367, -2.3621, 3.3219], [4.4271, -3.0963, 2.2323], [-0.2909, 1.7622, -2.0185], [-0.1723, 2.2509, -4.4496], [1.5848, 1.1069, -5.7916], [3.0768, -0.5069, -4.6835], [3.8218, -2.9009, -2.0980], [4.2956, -1.9497, -3.5303], [2.6229, -2.5823, -3.3643], [-3.1168, 2.2462, 0.0941], [-2.1897, 2.8924, -0.3890], [-2.3565, 3.9670, -1.4463], [-0.9752, 4.6022, -1.5319], [-0.1319, 3.7233, -0.6262], [1.0170, 3.9825, -0.3004], [-0.8745, 2.6817, -0.1040], [-3.1785, 4.6481, -1.2414], [-2.6080, 3.4141, -2.3567], [-0.9336, 5.6018, -1.0950], [-0.5617, 4.6613, -2.5365]], "mulliken_spin": [1.120, -0.032, -0.002, -0.003, 0.001, -0.002, 0.001, 0.003, -0.006, 0.002, -0.002, 0.002, -0.018, 0.059, 0.001, 0.006, 0.000, 0.000, 0.000, 0.000, 0.000, 0.000, 0.001, 0.004, -0.018, 0.002, -0.001, -0.008, 0.005, 0.002, -0.001, 0.000, -0.001, 0.001, 0.005, 0.007, 0.000, 0.000, -0.001, 0.000, 0.000, 0.000, 0.000, 0.000, -0.001, 0.031, 0.018, -0.021, -0.143, 0.011, -0.004, 0.007, -0.004, 0.000, 0.000, -0.030, 0.029, -0.011, -0.001, 0.001, 0.000, -0.005, -0.008, 0.000, 0.000, 0.000, 0.000, 0.000, 0.000, 0.000, 0.000, -0.001, -0.002, -0.004, 0.000, 0.000, 0.000, 0.000, 0.000, -0.001, 0.000, 0.000, 0.000, 0.000, 0.000, 0.000, 0.003, 0.007, 0.001, 0.000, 0.017, 0.002, -0.019, 0.000, 0.000, 0.000, 0.000]}

***

Entry 6:
{"formula": "C8H28O8", "method": "ωB97M-V with the def2-TZVPD basis set", "charge": 0, "homo_lumo_gap_ev": 9.06, "smiles": "OCCO.OCCO.CO.CO.CO.CO", "homo_ev": -8.854, "lumo_ha": 0.0078, "species": ["O", "C", "C", "O", "H", "H", "H", "H", "H", "H", "O", "C", "C", "O", "H", "H", "H", "H", "H", "H", "C", "O", "H", "H", "H", "H", "C", "O", "H", "H", "H", "H", "C", "O", "H", "H", "H", "H", "C", "O", "H", "H", "H", "H"], "coordinates": [[-15.7258, 7.0265, -9.9259], [-16.4606, 6.1407, -9.1144], [-17.6513, 5.5213, -9.9297], [-17.2184, 4.6293, -10.9412], [-16.3920, 7.6593, -10.2040], [-15.8182, 5.3094, -8.8241], [-16.7759, 6.6637, -8.2116], [-18.2598, 6.2636, -10.4463], [-18.3427, 4.9375, -9.3220], [-16.7524, 5.1956, -11.5607], [-12.1809, 4.2328, -3.6006], [-11.6874, 5.4917, -3.1866], [-10.4688, 6.0220, -3.8992], [-9.2500, 5.3422, -3.5122], [-12.6105, 4.3880, -4.4450], [-12.5065, 6.1736, -3.4150], [-11.5307, 5.5009, -2.1080], [-10.3734, 7.0853, -3.6792], [-10.6763, 5.8042, -4.9468], [-9.1522, 4.5115, -3.9833], [-9.7974, 2.5509, -5.7284], [-8.7441, 3.2704, -5.1098], [-9.6103, 2.3364, -6.7806], [-9.8704, 1.5526, -5.2969], [-10.7408, 3.0940, -5.6738], [-7.9172, 3.0209, -5.5288], [-12.7756, 5.3195, -7.1120], [-13.3707, 5.0484, -5.8776], [-13.0300, 6.3062, -7.4991], [-11.6870, 5.2642, -7.1205], [-13.0879, 4.5898, -7.8590], [-14.3261, 5.0470, -5.9716], [-15.9419, 3.1792, -6.1172], [-16.0425, 4.6290, -6.1571], [-16.0549, 2.7838, -5.1078], [-16.7466, 2.8032, -6.7489], [-15.0087, 2.7540, -6.4865], [-16.8113, 4.9834, -5.7044], [-13.0487, 9.4274, -9.8435], [-13.7006, 10.7392, -9.5990], [-11.9650, 9.5166, -9.9200], [-13.1452, 8.6803, -9.0557], [-13.5176, 9.0973, -10.7705], [-14.6447, 10.7323, -9.7732]], "nbo_charge": [-0.713, -0.096, -0.096, -0.709, 0.457, 0.193, 0.163, 0.152, 0.183, 0.466, -0.756, -0.086, -0.089, -0.757, 0.489, 0.151, 0.177, 0.179, 0.149, 0.495, -0.251, -0.738, 0.160, 0.169, 0.195, 0.483, -0.249, -0.769, 0.169, 0.184, 0.159, 0.508, -0.261, -0.768, 0.184, 0.177, 0.202, 0.492, -0.248, -0.745, 0.184, 0.170, 0.174, 0.465]}

***

Taking the records one at a time from the top gives E_tot values of -5713.421; -22757.232; -17064.434; -40463.275; -97248.620; -25126.611 eV.